1.
Molecular formula: C3H5BN2
Method: DFT, wB97M-V/def2-TZVPD

ORCA input file:
```
! wB97M-V def2-TZVPD RIJCOSX def2/J DEFGRID3
* xyz 0 1
N 0.22 -0.17 -0.19
N -1.90 -0.64 -0.06
C -1.75 0.72 0.04
C -0.39 1.04 0.05
C -0.69 -1.16 -0.10
B 2.26 -0.31 -0.02
H -2.67 1.38 0.27
H 2.50 -0.20 1.16
H 3.03 -0.49 -0.88
H -0.57 -2.23 -0.21
H -0.04 2.05 -0.06
*
```

* ΔE to the lowest compared entry with this formula, charge and spin: 262.8 kJ/mol
* orbital gap: 7.02 eV
* M: 79.9 g mol⁻¹
* DFT total energy: -6845.2610 eV
* E_HOMO: -0.309 Eh

Atomic partial charges in e from the Mulliken method, atoms 1 to 5:
1. N -0.188
2. N -0.593
3. C -0.245
4. C -0.269
5. C -0.036



2.
Molecular formula: C6H5N2O4P
Method: DFT, wB97M-V/def2-TZVPD

ORCA input file:
```
! wB97M-V def2-TZVPD RIJCOSX def2/J DEFGRID3
* xyz 0 1
P -0.46 0.66 1.32
O 0.60 -0.27 0.17
O -2.21 1.75 -1.03
O -3.64 0.06 -0.94
O 2.52 0.95 0.47
N -2.02 0.13 0.63
N 2.69 -0.91 -0.78
C 3.90 -0.33 -0.72
C -2.60 0.77 -0.50
C 1.89 -0.16 -0.08
C 3.86 0.81 0.03
C -3.69 -1.14 -0.15
C -2.69 -1.08 0.73
H -2.49 -1.82 1.38
H -0.48 1.78 0.59
H -4.42 -1.97 -0.35
H 4.73 -0.74 -1.22
H 4.50 1.52 0.48
*
```

* ΔE to the lowest compared entry with this formula, charge and spin: 0.0 kJ/mol
* orbital gap: 8.80 eV
* M: 200.1 g mol⁻¹
* DFT total energy: -26760.6222 eV
* E_HOMO: -0.317 Eh
* structure (SMILES): O=c1occn1POc1ncco1

Atomic partial charges in e from the Mulliken method, atoms 1 to 5:
1. P 0.023
2. O -0.382
3. O -0.530
4. O -0.340
5. O -0.305



3.
Molecular formula: C7H13O
Method: DFT, wB97M-V/def2-TZVPD

ORCA input file:
```
! wB97M-V def2-TZVPD RIJCOSX def2/J DEFGRID3
* xyz -2 2
O -1.17 -0.18 -4.05
C 0.16 0.52 -2.03
C -0.94 0.75 -3.19
C -0.27 -0.03 1.62
C -0.01 1.00 -0.61
C 0.57 0.03 0.38
C 0.22 -1.34 2.25
C 0.85 -1.40 3.44
H 1.12 -2.29 3.93
H 1.00 -0.49 4.01
H 0.59 -0.96 -0.02
H 0.25 -0.60 -2.09
H -1.95 0.93 -2.61
H 1.10 0.69 -2.22
H 1.57 0.18 0.71
H -1.31 -0.14 1.25
H -0.03 -2.32 1.74
H -1.10 1.23 -0.55
H -0.30 0.80 2.20
H -0.83 1.62 -3.78
H 0.49 1.99 -0.37
*
```

* ΔE to the lowest compared entry with this formula, charge and spin: 189.4 kJ/mol
* orbital gap (spin up / spin down): 3.02 / 6.53 eV
* M: 113.2 g mol⁻¹
* DFT total energy: -9510.6458 eV
* E_HOMO (spin up / spin down): 0.131 / 0.000 Eh
* ⟨S²⟩: 0.751

Atomic partial charges in e from the Mulliken method, atoms 1 to 5:
1. O -0.872
2. C -0.952
3. C -0.466
4. C -2.145
5. C -0.361



4.
Molecular formula: C29H35IKN5O4
Method: DFT, wB97M-V/def2-TZVPD

ORCA input file:
```
! wB97M-V def2-TZVPD RIJCOSX def2/J DEFGRID3
* xyz -2 1
I 5.58 2.26 3.69
K 0.39 0.38 0.28
O 2.72 -0.66 -0.95
O 1.02 3.00 4.01
O 0.83 2.52 1.83
O -2.94 -1.63 0.87
N -2.10 1.16 1.44
N 1.64 2.05 -1.61
N -0.76 -2.05 -1.04
N 2.42 -0.41 2.36
N -1.38 0.89 -2.27
C 0.05 -1.92 -2.24
C 4.45 -1.38 1.37
C -0.79 0.22 -3.42
C 5.12 2.04 -0.38
C -0.25 3.10 -2.84
C 2.83 2.31 -1.22
C -3.17 -4.75 2.68
C 5.36 -0.34 2.09
C -0.76 -1.30 -3.38
C 3.00 -1.35 1.73
C -1.81 1.39 2.86
C -2.68 -2.82 1.21
C -1.52 -4.98 0.98
C 4.86 -0.76 -0.01
C -0.88 -3.22 -0.56
C 3.20 0.69 2.82
C 3.88 1.42 -0.81
C 5.99 0.02 0.70
C -1.17 2.76 3.11
C -2.22 -5.55 2.02
C 3.72 0.03 -0.64
C -3.39 -3.45 2.30
C 6.12 1.45 0.28
C 0.37 2.77 2.97
C -1.70 -3.66 0.57
C -2.69 0.35 -1.92
C -1.52 2.32 -2.53
C 4.53 0.71 2.74
C 0.76 3.20 -1.70
H 1.34 4.13 -1.81
H 2.38 -2.19 1.41
H -3.37 0.35 -2.79
H 0.24 0.58 -3.51
H 6.95 -0.51 0.61
H -2.72 1.30 3.48
H -0.33 -4.05 -1.04
H -2.05 -6.58 2.32
H -3.74 -5.16 3.51
H 0.92 -1.29 -2.03
H -2.48 0.22 1.30
H -4.13 -2.84 2.81
H -1.60 3.48 2.41
H 5.17 -1.50 -0.75
H -0.30 -1.61 -4.33
H -2.80 1.82 1.13
H -1.77 -1.72 -3.38
H 4.83 -2.40 1.47
H -1.98 2.76 -1.65
H -3.13 0.97 -1.14
H 0.43 -2.90 -2.56
H 6.07 -0.75 2.81
H -1.34 0.53 -4.34
H -1.41 3.09 4.13
H 2.62 1.49 3.27
H -1.13 0.60 3.19
H -2.23 2.46 -3.37
H 3.11 3.37 -1.11
H -0.78 -5.58 0.45
H 7.00 2.01 0.58
H -2.60 -0.65 -1.51
H 0.21 3.29 -0.75
H -0.58 4.11 -3.10
H 0.25 2.71 -3.74
H 5.22 3.10 -0.61
*
```

* ΔE to the lowest compared entry with this formula, charge and spin: 111.6 kJ/mol
* orbital gap: 5.49 eV
* M: 683.6 g mol⁻¹
* DFT total energy: -70708.6073 eV
* E_HOMO: -0.059 Eh

Atomic partial charges in e from the Mulliken method, atoms 1 to 5:
1. I 0.008
2. K 0.678
3. O -0.652
4. O -0.833
5. O -0.534